Model one:
156
Properties=species:S:1:pos:R:3 method="wB97M-V/def2-TZVPD" multiplicity=1 smiles=C1CCOC1.C1CCOC1.C1CCOC1.C1CCOC1.C1CCOC1.C1CCOC1.C1CCOC1.C1CCOC1.C1CCOC1.C1CCOC1.C1CCOC1.C1CCOC1 homo_energy_ev=-9.2 orbital_gap_ev=9.7185
C 0.09007 -2.58123 4.47142
C 1.22501 -3.51156 4.55533
C 2.35734 -2.56666 4.41756
O 1.99843 -1.71468 3.33439
C 0.54649 -1.64279 3.38434
H -0.04786 -2.06159 5.41961
H -0.81896 -3.06615 4.11560
H 1.30182 -4.30783 3.81496
H 1.31037 -4.09775 5.47031
H 3.31611 -3.06860 4.28746
H 2.39118 -1.97080 5.32965
H 0.14020 -1.85752 2.39595
H 0.25785 -0.63772 3.69195
C 5.54852 0.34719 -3.20451
C 6.71612 1.32159 -3.17270
C 6.30731 2.31703 -2.05106
O 4.91674 2.36451 -2.23035
C 4.39149 1.09485 -2.67327
H 5.81426 -0.47382 -2.53861
H 5.25711 0.00494 -4.19751
H 6.74480 1.84133 -4.13037
H 7.69446 0.85774 -3.04699
H 6.75946 3.30622 -2.12299
H 6.65438 1.88418 -1.11283
H 3.57255 1.14997 -3.39049
H 3.96132 0.67417 -1.76437
C -0.42556 1.07969 0.15851
C -1.83446 0.54942 -0.14950
C -1.44164 -0.92698 -0.59561
O -0.25248 -0.83210 -1.32830
C 0.54241 0.14037 -0.66386
H -0.09097 0.90749 1.18149
H -0.05304 2.02415 -0.23815
H -2.17749 1.11214 -1.01770
H -2.55008 0.65065 0.66644
H -2.26076 -1.30901 -1.20486
H -1.40181 -1.71908 0.15212
H 1.15094 0.67423 -1.39378
H 1.24064 -0.38106 -0.00912
C 3.87599 0.67180 2.13813
C 5.34810 0.65896 2.19982
C 5.79467 2.16490 2.22493
O 4.57973 2.86607 1.74483
C 3.46228 2.02560 1.43731
H 3.51024 0.73858 3.16275
H 3.42078 -0.26013 1.80287
H 5.77104 0.05335 1.39828
H 5.75039 0.13189 3.06495
H 6.66356 2.27946 1.57685
H 6.04598 2.43294 3.25114
H 3.31463 1.90910 0.36366
H 2.53688 2.44082 1.83647
C 1.62016 -0.62105 -5.51346
C 2.45880 -1.78896 -6.02897
C 1.39696 -2.76585 -6.46403
O 0.27216 -2.50081 -5.59286
C 0.62473 -1.42179 -4.67515
H 1.01309 -0.25257 -6.34038
H 2.09621 0.16527 -4.92766
H 3.13828 -2.23181 -5.30075
H 3.04082 -1.46711 -6.89254
H 1.81311 -3.75057 -6.25130
H 1.24542 -2.67223 -7.53938
H 1.14182 -1.77564 -3.78324
H -0.30095 -0.87189 -4.50535
C -2.40375 3.65934 2.22529
C -3.30111 2.93087 3.19608
C -4.31304 4.01263 3.46044
O -4.52344 4.72223 2.20437
C -3.36390 4.49529 1.35851
H -1.77959 2.94226 1.69206
H -1.78826 4.28646 2.87026
H -2.76256 2.60637 4.08646
H -3.76501 2.03128 2.79156
H -3.77561 4.63965 4.17186
H -5.28446 3.76798 3.89009
H -2.91573 5.44614 1.07020
H -3.79997 4.02910 0.47499
C 0.44084 2.47021 4.06667
C 0.21477 3.86324 4.58177
C 0.92158 3.86724 5.92997
O 1.74576 2.78563 6.03712
C 1.72300 2.04713 4.80734
H 0.39712 2.39753 2.97997
H -0.27744 1.77004 4.49322
H -0.87134 3.93286 4.64196
H 0.60942 4.69878 4.00365
H 0.20053 3.65914 6.72047
H 1.46692 4.77596 6.18481
H 1.52299 0.99208 4.99432
H 2.60135 2.11389 4.16535
C -6.97737 -0.64491 -0.72814
C -7.51059 0.75022 -0.37362
C -6.60218 1.10980 0.80876
O -5.37479 0.50897 0.45273
C -5.46540 -0.40347 -0.68204
H -7.30333 -0.97651 -1.71398
H -7.19971 -1.39419 0.03163
H -8.51262 0.79275 0.05327
H -7.32758 1.35659 -1.26071
H -6.89613 0.61799 1.73602
H -6.68771 2.19631 0.82558
H -5.03506 -1.37706 -0.44740
H -4.99923 -0.07609 -1.61135
C -1.63521 -6.72888 0.41205
C -2.08786 -5.29153 0.19104
C -3.32771 -5.27888 1.07399
O -2.86833 -6.02693 2.20796
C -1.85662 -6.95744 1.91447
H -0.55377 -6.80518 0.29911
H -2.18387 -7.54718 -0.05428
H -2.28790 -5.01447 -0.84401
H -1.27136 -4.67207 0.56211
H -4.14113 -5.84142 0.61573
H -3.66636 -4.29271 1.39161
H -2.16160 -7.99067 2.08037
H -0.96196 -6.71486 2.48791
C -0.33248 6.47985 -0.75157
C 0.69754 7.06456 0.13003
C 0.85342 5.95755 1.14654
O 0.42764 4.73166 0.54827
C -0.01934 5.03645 -0.80115
H -0.42954 6.99145 -1.70914
H -1.30906 6.56747 -0.27544
H 0.52189 8.02233 0.61986
H 1.57893 7.14368 -0.50636
H 0.13465 6.04114 1.96170
H 1.91515 5.79492 1.33194
H -0.87696 4.41792 -1.06573
H 0.74810 4.73110 -1.51240
C 4.17810 -3.85830 -1.31124
C 2.84575 -3.97450 -0.66064
C 2.87246 -2.80634 0.29558
O 3.35319 -1.74659 -0.52096
C 4.34465 -2.32902 -1.28715
H 4.18432 -4.24100 -2.33182
H 4.93180 -4.47954 -0.82742
H 2.74844 -4.88007 -0.06182
H 2.06905 -3.85362 -1.41578
H 3.35171 -3.07454 1.23711
H 1.90663 -2.40147 0.59783
H 5.30199 -2.03599 -0.85617
H 4.20123 -1.90256 -2.27995
C -4.03601 -3.32768 -4.65543
C -5.49216 -3.07094 -5.14544
C -5.74145 -1.59719 -4.98331
O -4.58609 -1.06217 -4.38276
C -3.44265 -1.88046 -4.67640
H -3.44063 -4.04578 -5.21931
H -4.02611 -3.57511 -3.59393
H -6.18326 -3.63494 -4.51903
H -5.51184 -3.27860 -6.21530
H -6.65673 -1.33414 -4.45305
H -5.87862 -1.06640 -5.92541
H -2.75891 -1.85938 -3.82778
H -2.95642 -1.63834 -5.62142

---

Model two:
156
Properties=species:S:1:pos:R:3 method="wB97M-V/def2-TZVPD" multiplicity=1 smiles=C1CCOC1.C1CCOC1.C1CCOC1.C1CCOC1.C1CCOC1.C1CCOC1.C1CCOC1.C1CCOC1.C1CCOC1.C1CCOC1.C1CCOC1.C1CCOC1 homo_energy_ev=-9.2 orbital_gap_ev=9.6324
C -7.02248 3.51276 -0.03323
C -5.57703 3.78087 0.34673
C -5.21180 2.77134 1.43196
O -6.02730 1.65689 1.11138
C -7.28759 2.13299 0.61958
H -7.13179 3.36487 -1.10728
H -7.69253 4.29289 0.31875
H -5.35624 4.81538 0.61648
H -4.93487 3.55290 -0.50748
H -5.40187 3.05756 2.47480
H -4.16285 2.47488 1.36375
H -7.89828 2.24252 1.52482
H -7.74240 1.38945 -0.02784
C -1.29000 -3.17084 -2.09249
C -2.04788 -2.02378 -2.75884
C -2.57158 -2.68550 -4.04943
O -1.68559 -3.76617 -4.33461
C -0.73660 -3.91943 -3.30089
H -1.95958 -3.80596 -1.51156
H -0.48549 -2.81993 -1.44864
H -1.40436 -1.16237 -2.93478
H -2.91914 -1.79497 -2.14474
H -2.64405 -2.02276 -4.91210
H -3.55123 -3.11188 -3.80801
H 0.23189 -3.47744 -3.57480
H -0.55660 -4.97525 -3.08975
C -3.11965 -4.44836 4.66248
C -2.60096 -3.03219 4.70945
C -2.88901 -2.59523 3.28367
O -4.20657 -3.09788 3.03919
C -4.29974 -4.38376 3.69869
H -3.42649 -4.86834 5.62250
H -2.31732 -5.09507 4.29655
H -1.55412 -3.01117 5.01914
H -3.15190 -2.43402 5.43845
H -2.21817 -3.00464 2.52057
H -2.88389 -1.51272 3.15670
H -4.27147 -5.16065 2.93144
H -5.26188 -4.44662 4.20622
C 4.96083 2.31451 -1.97220
C 4.76331 2.93721 -0.60395
C 3.30553 3.37895 -0.55730
O 2.71065 2.66937 -1.66877
C 3.58078 1.66887 -2.16600
H 5.84415 1.67545 -1.94177
H 5.13410 3.09525 -2.71629
H 5.52960 3.67737 -0.36182
H 4.93944 2.15793 0.14762
H 3.10487 4.41857 -0.81421
H 2.88106 3.16058 0.42524
H 3.38411 1.46541 -3.21539
H 3.47225 0.78375 -1.52294
C 1.28771 1.56081 5.34235
C 0.28493 1.22651 4.23652
C -0.25713 -0.12125 4.66096
O -0.27062 -0.07211 6.09105
C 0.62018 0.92135 6.59692
H 1.42131 2.63936 5.40536
H 2.25927 1.09385 5.17725
H 0.72854 1.20125 3.23908
H -0.52146 1.96197 4.19238
H 0.40029 -0.95511 4.37402
H -1.27939 -0.37499 4.38304
H 1.40280 0.44833 7.18445
H 0.02207 1.67195 7.10792
C -3.04782 2.38732 -2.76524
C -4.01402 1.24214 -2.37808
C -5.23508 1.51727 -3.24991
O -4.95061 2.64375 -4.07413
C -3.97055 3.42581 -3.41826
H -2.27162 2.00732 -3.42698
H -2.64293 2.75740 -1.82088
H -4.18775 1.27830 -1.30212
H -3.58415 0.25901 -2.56842
H -6.12438 1.62676 -2.61290
H -5.51524 0.72586 -3.94890
H -4.39941 4.13113 -2.69630
H -3.42815 4.01917 -4.15615
C 4.31066 0.50158 2.76705
C 5.03512 0.50478 4.11815
C 6.45503 0.00409 3.70458
O 6.37461 -0.39539 2.34563
C 5.02510 -0.57678 1.98143
H 4.36641 1.47623 2.27850
H 3.24770 0.23831 2.83965
H 4.44774 -0.15745 4.75712
H 5.05195 1.48527 4.58765
H 6.80262 -0.82436 4.32694
H 7.18093 0.81484 3.76531
H 4.63054 -1.58741 2.14204
H 4.93603 -0.39146 0.90490
C 2.58196 -3.19799 3.01939
C 2.76990 -3.10717 4.54182
C 2.24695 -4.47303 4.98772
O 1.28803 -4.89205 4.01765
C 1.29665 -3.97903 2.91582
H 3.38927 -3.74832 2.52916
H 2.52201 -2.21387 2.55360
H 2.20652 -2.24515 4.89990
H 3.82782 -3.00727 4.78833
H 1.75411 -4.40372 5.95939
H 3.08151 -5.17756 5.02805
H 0.40975 -3.33877 2.99041
H 1.23433 -4.54776 1.98745
C 0.13241 0.50306 -0.48346
C -0.50068 1.59337 0.38075
C -1.57990 0.74778 1.04435
O -0.90632 -0.46519 1.35829
C 0.23338 -0.65755 0.52077
H 1.11655 0.80273 -0.84633
H -0.55700 0.31001 -1.30663
H -0.85918 2.42687 -0.22250
H 0.21505 1.90985 1.14318
H -2.35802 0.50130 0.30653
H -2.03420 1.10642 1.96809
H 0.17403 -1.58602 -0.04541
H 1.14099 -0.59775 1.12563
C -0.26869 0.63874 -5.52458
C 0.23092 -0.27642 -6.63806
C 0.82011 -1.39439 -5.81999
O 1.52775 -0.71861 -4.76872
C 0.76970 0.43254 -4.40529
H -1.24522 0.30718 -5.15768
H -0.39318 1.66179 -5.88282
H 1.06843 0.19324 -7.16119
H -0.53287 -0.52853 -7.36979
H 1.57458 -2.00089 -6.32723
H 0.09665 -2.12885 -5.44531
H 1.40866 1.31746 -4.37078
H 0.26644 0.30383 -3.44251
C 4.35752 -4.02647 -0.77853
C 4.10291 -2.82439 -1.70672
C 2.57729 -2.62796 -1.65061
O 2.12897 -3.45061 -0.59314
C 2.94288 -4.59466 -0.49295
H 4.81552 -3.66654 0.14227
H 5.00367 -4.76553 -1.24958
H 4.50480 -3.03583 -2.69539
H 4.58435 -1.92775 -1.31450
H 2.14994 -2.99038 -2.59376
H 2.29183 -1.58581 -1.52550
H 2.67875 -5.38507 -1.20634
H 2.88257 -5.05942 0.49024
C 0.47462 4.89170 -2.31057
C 0.35715 3.97472 -3.48787
C -0.36718 4.78776 -4.56134
O -1.06801 5.79286 -3.81363
C -0.88231 5.60159 -2.39840
H 1.23861 5.66916 -2.36809
H 0.56722 4.40354 -1.34063
H -0.26701 3.13403 -3.18193
H 1.32786 3.61130 -3.82547
H -1.09765 4.14192 -5.06059
H 0.24945 5.30138 -5.29882
H -1.69163 5.02235 -1.93967
H -0.94486 6.60087 -1.96754

---

Least stable = model one

---

Model one:
17
Properties=species:S:1:pos:R:3 method="wB97M-V/def2-TZVPD" multiplicity=2 homo_energy_ev="1.2 / -5.6" orbital_gap_ev="2.2784 / 9.0212" charge=-1
C -0.49849 1.94094 2.21147
C -0.92795 0.69183 2.20564
C -0.73803 -0.24925 1.07185
C -1.12207 -0.03249 -0.18212
O -1.89653 1.05478 -0.53071
C -0.69977 -0.76786 -1.40154
H -0.63214 2.62954 3.04726
H 0.18635 2.40987 1.49964
H -1.46711 0.26776 3.04149
H -0.08194 -1.08358 1.28350
H -2.29670 1.44373 0.25699
H -1.52855 -1.29162 -1.86711
H 0.23511 -1.30951 -1.20538
H -0.21292 -0.05033 -2.06201
H 3.67580 -2.25738 -1.79274
H 4.37059 -1.38580 -2.83840
O 3.63434 -2.01063 -2.73784

---

Model two:
17
Properties=species:S:1:pos:R:3 method="wB97M-V/def2-TZVPD" multiplicity=2 homo_energy_ev="0.5 / -2.7" orbital_gap_ev="3.5079 / 6.5095" charge=-1
C -1.44783 1.20468 -1.77304
C -0.67900 0.89368 -0.49975
C -0.42182 -0.37975 -0.04428
O -0.66080 -1.54496 -0.78497
C 0.16135 -0.70228 1.25948
C -0.30669 -0.14371 2.43701
H -1.38787 2.28081 -1.97399
H -2.49816 0.90610 -1.60857
H -1.09147 0.63057 -2.62424
H -0.13266 1.69074 -0.01147
H -0.29927 -1.29606 -1.65704
H 0.72162 -1.61934 1.12434
H -0.77192 0.83636 2.43721
H -0.32155 -0.73129 3.34499
H 2.66256 -0.27432 -0.38287
H 3.45322 -0.67285 0.74705
O 3.02030 -1.07837 0.01015

---

Least stable = model two

---

Model one:
8
Properties=species:S:1:pos:R:3 method="wB97M-V/def2-TZVPD" multiplicity=1 homo_energy_ev=-12.0 orbital_gap_ev=10.4550
C -0.40571 -0.82662 0.32060
O 2.17840 0.72884 -0.38779
O 3.70360 -1.05447 -0.10354
F -1.33707 -0.17294 1.15896
F 0.50670 -1.26545 1.23612
S 3.06764 0.05309 0.54354
Cl -1.25617 -2.19461 -0.43155
H 0.15805 -0.25932 -0.49964

---

Model two:
8
Properties=species:S:1:pos:R:3 method="wB97M-V/def2-TZVPD" multiplicity=1 homo_energy_ev=-11.8 orbital_gap_ev=10.1555
C -0.48317 -0.78123 0.32059
O 1.09290 1.44043 0.71892
O 2.96382 -0.02218 1.28269
F -1.78106 -0.66255 0.21064
F -0.14849 -0.77215 1.62361
S 2.05049 1.05256 1.71435
Cl -0.04239 -2.36469 -0.36858
H -0.05222 0.04521 -0.13855

---

Least stable = model one

---

Model one:
25
Properties=species:S:1:pos:R:3 method="wB97M-V/def2-TZVPD" multiplicity=1 smiles="CCC(C)=O.C=C(C)C" homo_energy_ev="-8.3 / -8.3" orbital_gap_ev="8.2143 / 8.2150"
C 1.18756 0.63754 -1.85661
C 1.44362 1.16626 -0.51703
C 0.99878 0.13510 0.72451
C 1.64119 -1.23851 0.52476
O 1.01250 0.63525 1.84554
H 0.11778 -0.02769 -1.71946
H 0.85165 1.35733 -2.59562
H 1.92591 -0.05903 -2.24190
H 2.50599 1.25476 -0.29528
H 0.92425 2.09514 -0.30044
H 2.72056 -1.11831 0.43403
H 1.28092 -1.74196 -0.37258
H 1.43428 -1.86869 1.38797
C -1.14572 -0.56072 -1.05130
C -1.09701 -0.10019 0.27057
C -1.42002 -1.09268 1.37473
C -1.64603 1.28128 0.54686
H -1.11273 -1.62956 -1.23152
H -1.73289 -0.01874 -1.78500
H -1.07681 -2.09835 1.13956
H -0.95562 -0.76709 2.30295
H -2.50110 -1.13328 1.53595
H -1.49387 1.95227 -0.29952
H -2.71662 1.23335 0.76108
H -1.14657 1.70651 1.41773

---

Model two:
25
Properties=species:S:1:pos:R:3 method="wB97M-V/def2-TZVPD" multiplicity=1 smiles="C=C(C)C.C=C=O.CC" homo_energy_ev=-8.8 orbital_gap_ev=9.6808
C -1.52717 -0.12432 1.30986
C -1.98641 -0.61205 0.16299
C -3.19400 -0.04704 -0.52973
C -1.35834 -1.79925 -0.51114
H -0.61951 -0.50139 1.75846
H -1.94742 0.76763 1.75361
H -2.95239 0.23030 -1.55892
H -3.57590 0.83423 -0.01649
H -3.99043 -0.79350 -0.57862
H -1.02186 -1.53735 -1.51763
H -0.50210 -2.16922 0.04755
H -2.08925 -2.60400 -0.61848
C 2.49704 -0.90759 -1.45210
C 2.01188 -0.74046 -0.21352
O 1.90206 -1.18537 0.88358
H 2.17039 -0.26387 -2.25170
H 2.86128 -1.87544 -1.76664
C 1.51347 1.44179 -0.05461
C 1.75638 1.85490 1.38333
H 0.49600 1.08190 -0.20253
H 1.61951 2.27593 -0.75255
H 2.51539 0.80325 -0.53832
H 2.69395 2.39650 1.49570
H 0.94366 2.49316 1.73742
H 1.78378 0.98128 2.03047

---

Least stable = model two

---

Model one:
28
Properties=species:S:1:pos:R:3 method="wB97M-V/def2-TZVPD" multiplicity=1 homo_energy_ev=-6.5 orbital_gap_ev=9.5505 charge=-1
N 0.24978 0.02970 0.05160
O 1.21870 0.76147 -0.26213
O 0.20033 -1.16629 -0.01624
O -0.82322 0.50925 0.47411
O -2.20844 -1.09279 -1.79934
H -2.19665 -2.08474 -1.95367
H -1.28704 -1.04124 -1.46273
O -2.13531 1.91180 -2.51747
H -2.39799 1.95136 -1.54478
H -2.07632 1.03154 -2.71896
O 1.08927 3.06266 -1.87013
H 0.77778 2.82105 -2.63216
H 1.62942 2.38414 -1.52032
O 1.63185 -3.35757 1.06218
H 1.57353 -2.63878 0.47186
H 2.55223 -3.39927 1.27019
O 0.35634 3.05843 1.75731
H 0.62321 3.29064 0.73649
H 0.71601 2.16935 1.72638
O -1.48478 -3.62628 1.52106
H -0.77726 -3.31061 0.78324
H -1.57898 -2.63467 1.92901
O 3.94024 0.74158 0.31285
H 4.61768 1.46276 0.36401
H 3.12413 0.96314 -0.16069
O -2.63630 -1.01914 2.06122
H -2.41721 -0.13425 2.68835
H -2.28099 -0.64323 1.24877

---

Model two:
28
Properties=species:S:1:pos:R:3 method="wB97M-V/def2-TZVPD" multiplicity=1 homo_energy_ev=-7.3 orbital_gap_ev=10.2837 charge=-1
N -0.19350 0.16236 0.14871
O -0.75050 -0.48364 1.11971
O -0.63550 0.08336 -1.00429
O 0.47150 1.20336 0.50771
O -3.42850 -0.05764 -1.11229
H -2.52650 0.10536 -1.10029
H -3.69350 -0.22564 -1.90829
O -3.08650 -0.62464 2.67471
H -2.33550 -0.64264 2.05771
H -3.33750 -1.47064 2.94671
O 0.56950 2.81536 2.79171
H 1.33450 2.56036 3.49371
H 0.71250 2.25036 1.93371
O -0.02050 1.54936 -3.14929
H -0.22450 1.11336 -2.34829
H -0.77850 1.54636 -3.78029
O 0.12850 -3.15864 0.49171
H 1.08450 -3.34464 0.65571
H -0.26550 -2.24564 0.41171
O 2.66250 -0.64064 1.80271
H 1.73250 -0.76164 2.12571
H 3.26250 -0.86864 2.65971
O 2.80750 2.27536 -0.59429
H 2.70450 2.00036 -1.45629
H 1.91150 1.95136 -0.29629
O 0.41650 -1.97664 -3.18429
H 1.45750 -1.95364 -3.09729
H 0.02050 -1.16164 -2.79029

---

Least stable = model two